# 1
ORCA calculation (ωB97M-V/def2-TZVPD) on a structure of composition C29H28FN2O2Pt.

Electronic energy   -43554.3915 eV
F_max   0.78 eV/A
E_HOMO (spin up / spin down)   -11.2210 / -11.2221 eV
Kohn-Sham gap (spin up / spin down)   8.8702 / 4.8764 eV
Energy above the lowest of the compared OMol25 structures with the same formula, charge and spin   20.0 kJ/mol
Expectation value of S²   6.052

The geometry in ORCA input format:
```
! wB97M-V def2-TZVPD RIJCOSX def2/J DEFGRID3
* xyz 1 5
Pt 0.0896 0.6831 0.5292
C -0.5252 -3.2951 4.5855
C -0.9819 -2.3292 3.4904
C -2.2167 -2.8795 2.7657
C -1.2951 -0.9416 4.0299
C -2.2721 -0.8180 5.0067
C -2.7116 0.4237 5.4272
C -2.1989 1.5714 4.8415
C -1.2149 1.5163 3.8673
C -0.7372 2.8252 3.2653
C 0.7799 3.0378 3.2738
C -1.3734 3.0239 1.8942
C -0.7292 0.2432 3.4994
N 0.3576 0.1170 2.6064
C 1.4959 -0.4848 3.0002
C 1.8550 -0.5931 4.3708
C 3.0454 -1.1675 4.7376
C 3.9211 -1.6611 3.7656
C 3.5988 -1.5836 2.4119
C 2.4153 -1.0054 2.0545
F 2.0745 -0.9908 0.7530
H -0.2123 -4.2425 4.1423
H -1.3322 -3.5116 5.2886
H 0.3177 -2.8916 5.1503
H -0.1847 -2.2631 2.7524
H -3.0518 -3.0044 3.4575
H -1.9924 -3.8557 2.3306
H -2.5460 -2.2064 1.9712
H -2.7078 -1.7136 5.4335
H -3.4666 0.5015 6.1997
H -2.5621 2.5416 5.1583
H -1.1550 3.6120 3.8966
H 1.3025 2.4115 2.5515
H 1.1869 2.8381 4.2674
H 1.0080 4.0744 3.0194
H -1.0762 2.2144 1.1958
H -1.0762 3.9643 1.4315
H -2.4606 2.9626 1.9400
H 1.1848 -0.1790 5.1130
H 3.3114 -1.2265 5.7843
H 4.8602 -2.1097 4.0610
H 4.2520 -1.9742 1.6432
C -1.5286 -2.8808 -1.0924
O -0.7244 -1.8618 -0.4225
C -1.3296 -0.6933 -0.2624
O -2.4486 -0.4100 -0.5337
H -0.8694 -3.7314 -1.2122
H -1.8594 -2.5032 -2.0567
H -2.3862 -3.1307 -0.4754
N 7.1540 7.5239 -1.1217
C 6.3649 6.6958 -1.0112
C 5.3711 5.6586 -0.8565
C 5.5360 4.6911 0.1313
C 4.5675 3.7209 0.3101
C 3.4258 3.7099 -0.4924
C 3.2827 4.6636 -1.4977
C 4.2498 5.6358 -1.6777
C 2.3867 2.7476 -0.2334
C 1.5107 1.9492 0.0013
H 6.4235 4.7085 0.7493
H 4.6849 2.9631 1.0738
H 2.4105 4.6354 -2.1367
H 4.1400 6.3852 -2.4500
*
```

# 2
ORCA calculation (ωB97M-V/def2-TZVPD) on a structure of composition C29H28N2O2PRuS.

Electronic energy   -60279.5164 eV
F_max   0.71 eV/A
E_HOMO (spin up / spin down)   -17.3594 / -17.3620 eV
Kohn-Sham gap (spin up / spin down)   7.1037 / 5.2374 eV
Expectation value of S²   6.072

The geometry in ORCA input format:
```
! wB97M-V def2-TZVPD RIJCOSX def2/J DEFGRID3
* xyz 3 5
Ru -0.6255 0.5264 -0.2522
C -1.4974 -0.3843 -3.1396
C -2.7316 -1.1438 -2.6601
C -3.9980 -0.2969 -2.7703
C -2.5625 -1.7483 -1.2451
C -2.4148 -3.2743 -1.2303
O -1.2565 -3.5268 -0.3505
C -0.6780 -2.3992 -0.0795
N -1.3067 -1.3387 -0.5288
C 0.5599 -2.4957 0.7323
C 0.6639 -3.6115 1.5569
C 1.7906 -3.8098 2.3456
C 2.8492 -2.9192 2.2894
C 2.7783 -1.8203 1.4426
C 1.6305 -1.5784 0.6943
P 1.6244 -0.1718 -0.4017
C 1.4165 1.4003 0.4672
C 1.5954 1.6166 1.8401
C 1.3400 2.8697 2.3665
C 0.8316 3.8943 1.5616
C 0.5881 3.6817 0.2122
C 0.8704 2.4359 -0.3480
C 3.0443 -0.1895 -1.4400
C 3.4271 -1.4203 -1.9877
C 4.5486 -1.4684 -2.7946
C 5.2579 -0.3037 -3.0636
C 4.8617 0.9157 -2.5293
C 3.7434 0.9871 -1.7205
H -1.6478 -0.0167 -4.1549
H -0.5859 -0.9834 -3.1285
H -1.3219 0.5243 -2.5412
H -2.8601 -1.9939 -3.3313
H -3.9702 0.5724 -2.1086
H -4.8874 -0.8767 -2.5159
H -4.1255 0.0705 -3.7879
H -3.4029 -1.4485 -0.6270
H -2.1708 -3.6921 -2.1998
H -3.2671 -3.7934 -0.8136
H -0.1456 -4.3279 1.5882
H 1.8460 -4.6814 2.9858
H 3.7378 -3.0836 2.8880
H 3.6302 -1.1523 1.3593
H 1.9495 0.8155 2.4765
H 1.5431 3.0592 3.4150
H 0.6489 4.8736 1.9910
H 0.2271 4.4886 -0.4174
H 0.8644 2.3370 -1.4293
H 2.8749 -2.3288 -1.7689
H 4.8722 -2.4136 -3.2136
H 6.1370 -0.3481 -3.6927
H 5.4326 1.8106 -2.7367
H 3.4468 1.9364 -1.2906
O -1.1566 0.4735 1.9167
N -2.0215 1.3446 2.3884
C -2.1673 1.4378 3.7161
C -3.0938 2.3154 4.2593
C -3.8848 3.1157 3.4376
C -3.7350 3.0139 2.0732
C -2.8001 2.1100 1.5376
S -2.6513 1.8744 -0.1248
H -1.5365 0.7781 4.2957
H -3.1860 2.3612 5.3371
H -4.6082 3.8002 3.8618
H -4.3347 3.6008 1.3886
*
```

# 3
ORCA calculation (ωB97M-V/def2-TZVPD) on a structure of composition C29H28N3O4P2SSn at a distorted geometry.

Electronic energy   -78427.8212 eV
F_max   2.05 eV/A
E_HOMO   -9.3867 eV
Kohn-Sham gap   6.9068 eV
Energy above the lowest of the compared OMol25 structures with the same formula, charge and spin   56.5 kJ/mol

The geometry in ORCA input format:
```
! wB97M-V def2-TZVPD RIJCOSX def2/J DEFGRID3
* xyz 1 1
Sn -0.6652 -2.3876 -0.9456
O -0.8990 -0.2567 -1.6215
P -0.3414 1.0939 -1.2759
C 0.2028 1.0296 0.4951
P 1.2451 -0.4177 1.0375
O 0.8810 -1.7264 0.3167
C 2.9266 0.0468 0.6530
C 3.8103 -0.8103 -0.0260
C 5.0999 -0.3815 -0.3146
C 5.5362 0.8993 0.0674
C 4.6858 1.7271 0.7809
C 3.4060 1.3038 1.0999
C 1.0390 -0.4690 2.7786
C 0.7421 -1.6984 3.3895
C 0.6288 -1.8006 4.7864
C 0.8316 -0.6681 5.5968
C 1.1837 0.5379 4.9965
C 1.2680 0.6438 3.6065
C 1.0757 1.4599 -2.2500
C 1.7002 2.7194 -2.1536
C 2.9186 2.9557 -2.8088
C 3.5222 1.9454 -3.5355
C 2.8852 0.7228 -3.7182
C 1.6726 0.4901 -3.0677
C -1.5040 2.4288 -1.4704
C -2.3025 2.4243 -2.6381
C -3.1455 3.4796 -2.9680
C -3.1344 4.6080 -2.1435
C -2.3713 4.6292 -0.9878
C -1.5668 3.5574 -0.6268
H -0.6891 1.0183 1.1239
H 0.7373 1.9809 0.7346
H 3.5203 -1.8344 -0.3730
H 5.7932 -1.0425 -0.8409
H 6.5410 1.2312 -0.2252
H 5.0516 2.6729 1.1189
H 2.7930 1.9924 1.6668
H 0.6300 -2.6008 2.7915
H 0.3606 -2.7557 5.2720
H 0.7446 -0.7633 6.6647
H 1.3555 1.4305 5.6114
H 1.5187 1.6313 3.2058
H 1.2211 3.5640 -1.6448
H 3.3949 3.9296 -2.7616
H 4.4678 2.1966 -4.0361
H 3.3495 0.0234 -4.3967
H 1.1756 -0.4676 -3.2009
H -2.2028 1.5482 -3.2988
H -3.8350 3.4205 -3.8072
H -3.6997 5.4813 -2.4190
H -2.4747 5.4938 -0.3390
H -1.0074 3.6482 0.3067
O 0.4063 -5.1164 -1.0333
N 0.1574 -5.3122 0.1485
O -0.4357 -4.4253 0.8407
C -5.4682 -2.2116 -1.0696
N -4.8965 -3.2103 -0.0873
C -5.2575 -4.5333 0.0579
C -4.4676 -5.0930 0.9672
N -3.5411 -4.1543 1.3924
C -3.7632 -3.0004 0.7029
S -2.7705 -1.6422 0.8053
H -5.6568 -2.6713 -2.0282
H -4.7136 -1.4245 -1.1664
H -6.3576 -1.7661 -0.6207
H -6.0681 -4.9718 -0.4814
H -4.4968 -6.0861 1.3499
H -2.7477 -4.2663 2.0163
*
```

# 4
ORCA calculation (ωB97M-V/def2-TZVPD) on a structure of composition C29H28N7O7PV.

Electronic energy   -90233.4398 eV
F_max   0.65 eV/A
E_HOMO   -16.4037 eV
Kohn-Sham gap   4.3568 eV

The geometry in ORCA input format:
```
! wB97M-V def2-TZVPD RIJCOSX def2/J DEFGRID3
* xyz 3 1
V -0.5115 0.4756 0.1429
O -2.4247 -2.7285 -0.7579
C -2.2849 -1.5691 -0.8177
O -0.9449 -1.0467 -0.5131
C -3.2864 -0.5218 -1.1252
C -4.5173 -0.9535 -1.6269
C -5.4972 -0.0126 -1.8763
C -5.3239 1.3392 -1.6447
C -4.1043 1.7739 -1.1480
C -3.1055 0.8417 -0.8958
O -1.8807 1.2482 -0.3909
N -3.8976 3.2290 -0.9351
O -4.8621 3.9281 -1.0329
O -2.7595 3.5882 -0.6641
N -6.8091 -0.4803 -2.4197
O -6.9140 -1.6725 -2.5817
O -7.6235 0.3796 -2.6442
H -4.7141 -2.0032 -1.8091
H -6.1216 2.0443 -1.8484
N 3.7366 6.1220 2.4053
C 3.1054 5.2226 2.0720
C 2.3199 4.1013 1.6571
C 2.9233 2.8615 1.4217
C 2.1374 1.8136 1.0013
N 0.8063 1.9323 0.8201
C 0.2193 3.1176 1.0886
C 0.9424 4.2244 1.4841
H 3.9867 2.7243 1.5638
H 2.5743 0.8398 0.8250
H -0.8530 3.1929 0.9444
H 0.4376 5.1631 1.6677
N -5.0289 -5.4237 7.5458
C -4.3835 -4.7178 6.9117
C -3.5827 -3.8346 6.1140
C -3.1918 -2.5990 6.6272
C -2.4239 -1.7428 5.8563
C -2.0571 -2.1507 4.5834
C -2.4230 -3.3809 4.0570
C -3.1989 -4.2256 4.8312
N -1.2559 -1.2596 3.7777
C -0.1363 -0.5695 4.2020
C 0.3202 0.1280 3.1392
N -0.5098 -0.1255 2.0490
C -1.4528 -0.9786 2.5003
H -3.4980 -2.3094 7.6227
H -2.1435 -0.7726 6.2446
H -2.0776 -3.7059 3.0836
H -3.4927 -5.1956 4.4553
H 0.2416 -0.6627 5.2057
H 1.1718 0.7791 3.0879
H -2.2747 -1.3850 1.9332
C -0.3077 -1.2705 -3.6643
C -0.2907 0.2278 -3.3636
P 0.7553 0.7995 -1.9945
C 1.0268 2.5908 -2.1754
C 1.3018 3.0528 -3.6150
C 2.2714 -0.2005 -1.9133
C 3.4455 0.3727 -2.7176
H -1.0764 -1.4677 -4.4101
H -0.5096 -1.8924 -2.7944
H 0.6381 -1.5962 -4.0944
H -1.2903 0.6467 -3.2119
H 0.1172 0.7699 -4.2251
H 1.8576 2.8556 -1.5175
H 0.1341 3.0899 -1.7858
H 2.1094 2.4972 -4.0876
H 1.5995 4.0999 -3.5836
H 0.4109 2.9861 -4.2361
H 1.9800 -1.1859 -2.2855
H 2.5522 -0.3586 -0.8706
H 3.2159 0.4344 -3.7800
H 4.2959 -0.2982 -2.6055
H 3.7454 1.3590 -2.3645
*
```

# 5
ORCA calculation (ωB97M-V/def2-TZVPD) on a structure of composition C29H29AsBrNO2PdSe2.

Electronic energy   -301183.8538 eV
F_max   0.43 eV/A
E_HOMO   -7.0513 eV
Kohn-Sham gap   7.0560 eV
Energy above the lowest of the compared OMol25 structures with the same formula, charge and spin   0.0 kJ/mol

The geometry in ORCA input format:
```
! wB97M-V def2-TZVPD RIJCOSX def2/J DEFGRID3
* xyz 0 1
Pd 0.3176 0.2035 -0.0953
C -3.1449 -3.9565 -1.1637
C -2.4353 -3.2118 -0.0703
C -2.6968 -3.4260 1.2763
C -1.9935 -2.7308 2.2448
C -1.0541 -1.8083 1.8246
Br -0.0469 -0.8549 3.0984
N -0.8119 -1.5580 0.5436
C -1.4738 -2.2617 -0.3792
H -3.9866 -4.5232 -0.7673
H -2.4688 -4.6570 -1.6567
H -3.5200 -3.2684 -1.9216
H -3.4507 -4.1454 1.5735
H -2.1666 -2.8871 3.2988
H -1.2128 -2.0311 -1.4053
O 4.8453 2.1152 -3.8370
C 4.3300 0.8179 -3.5550
C 2.9335 0.9344 -2.9366
C 2.0502 1.7134 -3.9341
O 0.6541 1.5874 -3.7084
C 2.3979 -0.5110 -2.7941
Se 1.9953 -1.2069 -1.0074
C 3.0896 1.6743 -1.6074
Se 1.4438 2.1928 -0.6825
H 5.7322 2.0237 -4.1944
H 4.9824 0.2833 -2.8535
H 4.2599 0.2273 -4.4768
H 2.2326 1.3215 -4.9383
H 2.3425 2.7675 -3.9347
H 0.5061 1.9423 -2.8150
H 3.1488 -1.2213 -3.1468
H 1.5101 -0.6308 -3.4081
H 3.6025 2.6189 -1.7884
H 3.6842 1.0733 -0.9206
C -2.3238 6.0680 0.0462
C -3.1002 5.2841 -0.7952
C -2.9490 3.9045 -0.8005
C -2.0154 3.3117 0.0401
C -1.2243 4.0979 0.8712
C -1.3854 5.4752 0.8793
As -1.7517 1.4009 0.1050
C -3.1206 0.8115 1.3476
C -3.1344 0.9553 2.7249
C -4.1737 0.3977 3.4579
C -5.1848 -0.3025 2.8105
C -5.1743 -0.4422 1.4307
C -4.1409 0.1188 0.6881
C -4.0008 0.0506 -0.7826
C -4.8710 -0.5958 -1.6541
C -4.5969 -0.6105 -3.0143
C -3.4534 0.0016 -3.5142
C -2.5735 0.6460 -2.6527
C -2.8647 0.6823 -1.2974
H -2.4434 7.1437 0.0458
H -3.8254 5.7457 -1.4529
H -3.5582 3.2976 -1.4587
H -0.4660 3.6407 1.4975
H -0.7677 6.0857 1.5250
H -2.3403 1.4893 3.2319
H -4.1941 0.5063 4.5346
H -5.9909 -0.7377 3.3875
H -5.9731 -0.9839 0.9395
H -5.7594 -1.0905 -1.2809
H -5.2776 -1.1116 -3.6912
H -3.2400 -0.0272 -4.5747
H -1.6704 1.0927 -3.0513
*
```

# 6
ORCA calculation (ωB97M-V/def2-TZVPD) on a structure of composition C29H29AsMnN6O5S2 at a distorted geometry.

Electronic energy   -163550.7064 eV
F_max   1.29 eV/A
E_HOMO (spin up / spin down)   -7.2421 / -7.2422 eV
Kohn-Sham gap (spin up / spin down)   6.5804 / 6.5666 eV
Energy above the lowest of the compared OMol25 structures with the same formula, charge and spin   29.9 kJ/mol
Expectation value of S²   8.756

The geometry in ORCA input format:
```
! wB97M-V def2-TZVPD RIJCOSX def2/J DEFGRID3
* xyz 0 6
Mn 1.3525 -0.4844 1.3387
N 1.9324 -0.5859 3.7976
N 3.2646 -0.6802 4.1776
C 4.2534 -0.5166 3.2725
N 5.4873 -0.4571 3.7974
S 4.0149 -0.4124 1.6168
H 1.5273 0.2707 4.1515
H 1.4116 -1.3886 4.1181
H 3.4847 -0.6126 5.1574
H 5.6733 -0.6439 4.7680
H 6.2592 -0.4335 3.1550
C 0.1723 -3.3787 2.0461
O 0.5418 -2.1661 1.4824
H 1.0304 -3.9097 2.4851
H -0.2588 -4.0563 1.2967
H -0.5814 -3.2604 2.8371
O -5.6719 3.1766 1.0866
S -5.8181 4.6194 1.0072
O -6.2634 5.2548 2.2323
O -6.4320 5.1019 -0.2110
C -4.0992 5.2183 0.8871
N -3.8780 6.5262 0.6469
C -2.6121 6.9031 0.5798
C -1.5448 6.0252 0.7547
C -1.8771 4.7194 1.0243
N -3.1352 4.3169 1.0790
C -0.9052 3.6189 1.2785
C -1.4134 2.4085 1.7269
C -0.5470 1.3846 2.0155
N 0.7846 1.4705 1.8574
C 1.2672 2.6249 1.3935
C 0.4686 3.7158 1.1095
H -2.4357 7.9551 0.3768
H -0.5190 6.3704 0.6976
H -2.4850 2.3038 1.8495
H -0.9260 0.4388 2.3867
H 2.3406 2.6606 1.2501
H 0.9262 4.6207 0.7309
O 1.6756 -0.3132 -0.7835
As 0.7031 -1.4155 -1.6003
C 0.8812 -1.0362 -3.4654
C 1.8098 -0.0691 -3.8314
C 1.9772 0.2411 -5.1749
C 1.2203 -0.4137 -6.1374
C 0.2911 -1.3778 -5.7635
C 0.1179 -1.6904 -4.4249
C 1.2613 -3.2238 -1.3234
C 0.5232 -4.2978 -1.8037
C 0.9561 -5.5933 -1.5514
C 2.1208 -5.8061 -0.8281
C 2.8655 -4.7256 -0.3660
C 2.4379 -3.4310 -0.6140
C -1.1135 -1.1033 -1.0868
C -1.9668 -2.0890 -0.6100
C -3.2307 -1.7308 -0.1612
C -3.6399 -0.4011 -0.1950
C -2.7876 0.5808 -0.6832
C -1.5167 0.2325 -1.1248
H 2.3853 0.4296 -3.0633
H 2.6960 0.9957 -5.4687
H 1.3498 -0.1705 -7.1846
H -0.3017 -1.8814 -6.5166
H -0.6168 -2.4328 -4.1353
H -0.3847 -4.1377 -2.3733
H 0.3818 -6.4348 -1.9195
H 2.4497 -6.8183 -0.6261
H 3.7780 -4.8929 0.1931
H 3.0060 -2.5863 -0.2559
H -1.6450 -3.1221 -0.5704
H -3.8979 -2.4911 0.2251
H -4.6221 -0.1202 0.1671
H -3.1166 1.6146 -0.7117
H -0.8373 0.9930 -1.4888
*
```

# 7
ORCA calculation (ωB97M-V/def2-TZVPD) on a structure of composition C29H29BF4N4PRuSTe4 at a distorted geometry.

Electronic energy   -99939.3660 eV
F_max   1.09 eV/A
E_HOMO (spin up / spin down)   -1.4515 / -1.6343 eV
Kohn-Sham gap (spin up / spin down)   5.1601 / 5.0702 eV
Energy above the lowest of the compared OMol25 structures with the same formula, charge and spin   59.1 kJ/mol
Expectation value of S²   8.800

The geometry in ORCA input format:
```
! wB97M-V def2-TZVPD RIJCOSX def2/J DEFGRID3
* xyz -2 6
Ru 0.1836 -1.2222 0.4030
Te -1.4091 -1.6278 2.5609
Te -3.8048 -2.7483 2.2095
Te -5.6838 -1.9149 7.2158
Te -3.7382 -1.8081 5.5043
C -1.8178 4.2269 -0.0376
C -1.3302 3.7008 1.2892
C -1.4257 4.5362 2.4001
C -0.9919 4.1342 3.6541
C -0.4340 2.8766 3.8169
C -0.3375 2.0311 2.7233
C -0.7884 2.4178 1.4619
P -0.6088 1.1324 0.1602
C -2.0853 1.2733 -0.8991
C -1.8821 1.2026 -2.2781
C -2.9445 1.0933 -3.1583
C -4.2372 1.0417 -2.6593
C -4.4447 1.1033 -1.2911
C -3.3895 1.2130 -0.3880
C -3.7048 1.2599 1.0827
C 0.8749 1.7233 -0.7458
C 1.4191 2.9947 -0.5711
C 2.7466 3.2547 -0.8778
C 3.5509 2.2168 -1.3352
C 3.0172 0.9558 -1.5345
C 1.6700 0.6817 -1.2729
C 1.0848 -0.6636 -1.4509
H -1.6343 5.3015 -0.1007
H -2.8920 4.0612 -0.1554
H -1.3313 3.7440 -0.8816
H -1.8483 5.5276 2.2718
H -1.0917 4.8033 4.5005
H -0.0927 2.5440 4.7888
H 0.0823 1.0391 2.8418
H -0.8699 1.2379 -2.6639
H -2.7598 1.0268 -4.2233
H -5.0806 0.9280 -3.3298
H -5.4527 1.0329 -0.8974
H -4.6575 0.7686 1.2769
H -3.7637 2.2912 1.4435
H -2.9560 0.7455 1.6842
H 0.8204 3.7893 -0.1452
H 3.1572 4.2440 -0.7152
H 4.6034 2.3907 -1.5300
H 3.6424 0.1453 -1.8924
H 1.8426 -1.3938 -1.7302
H 0.2823 -0.6484 -2.1889
F 2.2001 -3.4766 0.0414
B 3.3533 -3.6761 -0.7241
F 3.8661 -4.9624 -0.5324
F 3.1217 -3.4280 -2.0796
F 4.3495 -2.7296 -0.2682
S -1.4654 -2.3884 -0.7134
C -1.2090 -3.3174 -2.1874
C 0.0205 -3.4876 -2.8286
C 0.1089 -4.2426 -3.9892
C -1.0192 -4.8401 -4.5362
C -2.2431 -4.6873 -3.8939
C -2.3379 -3.9412 -2.7307
H 0.9141 -3.0674 -2.3924
H 1.0771 -4.3729 -4.4591
H -0.9443 -5.4334 -5.4403
H -3.1313 -5.1610 -4.2978
H -3.2870 -3.8274 -2.2203
N 5.9244 -0.7367 3.9430
C 4.9091 -1.0242 3.0622
N 5.0524 -2.0999 2.2898
N 3.8932 -0.1959 3.0592
C 2.8664 -0.4854 2.2833
N 1.9200 -0.6731 1.6516
H 6.4859 -1.5113 4.2529
H 5.6452 -0.0971 4.6683
H 5.9439 -2.5632 2.2671
H 4.4967 -2.2381 1.4388
*
```